{
  "formula": "C5H10NO",
  "method": "ωB97M-V/def2-TZVPD",
  "symbols": ["C", "O", "C", "C", "C", "C", "N", "H", "H", "H", "H", "H", "H", "H", "H", "H", "H"],
  "coordinates": [[2.458, 0.169, -0.354], [3.635, 0.217, 0.217], [1.141, 0.228, 0.557], [-0.064, 0.480, -0.324], [-1.395, -0.115, 0.089], [-2.585, 0.427, -0.267], [-1.337, -1.351, 0.661], [2.235, 0.996, -1.106], [2.239, -0.781, -0.940], [1.179, -0.758, 1.033], [1.260, 0.984, 1.336], [0.128, 0.090, -1.329], [-0.222, 1.546, -0.479], [-3.429, -0.149, -0.611], [-2.625, 1.496, -0.465], [-0.463, -1.810, 0.840], [-2.156, -1.668, 1.143]],
  "mulliken_charge": [-0.49, -0.84, -0.32, -0.56, 0.45, -1.06, -0.39, 0.14, 0.13, 0.10, 0.27, 0.23, 0.30, 0.29, 0.28, 0.23, 0.23],
  "gap_ev": 6.18,
  "relative_energy_kj_mol": 66.0,
  "lumo_energy_ev": 3.77,
  "smiles": "C=C(N)CCC[O-]",
  "total_charge": -1,
  "homo_ev": -2.417,
  "e_tot_ev": -8883.43381,
  "max_force_ev_per_a": 1.238
}